(1)
C3H7INO | the ωB97M-V functional and the def2-TZVPD basis

Last column: Löwdin spin population.
Cartesian coordinates (Å):
O  1.84897  0.32245  -0.61428  0.489
H  -2.16340  -0.69565  1.03306  0.001
H  0.02077  1.42614  -1.32113  0.006
H  0.51637  0.51370  1.82213  0.001
C  0.46601  0.40069  -1.03944  0.038
H  -0.02809  -1.20043  1.81280  0.000
H  -2.02219  0.98070  0.63783  0.000
H  -0.48788  -1.37020  -0.41298  0.001
C  -1.39357  0.07282  0.79981  0.003
C  -0.14828  -0.23412  1.34023  0.004
H  0.39341  -0.23243  -2.00843  0.010
N  -0.33035  -0.44332  -0.11001  0.011
I  3.32823  0.45967  -1.93959  1.436

Values from the calculation:
orbital gap (spin up / spin down) = 0.291 / 0.255 Ha
LUMO level (spin up / spin down) = -3.2 / -6.5 eV
expectation value of S² = 2.01
HOMO level (spin up / spin down) = -11.2 / -13.5 eV
2S+1 = 3
max |F| = 5.4 eV/A
net charge = +1

(2)
C3H7IO2S | the ωB97M-V functional and the def2-TZVPD basis

Last column: Löwdin charge in e.
Cartesian coordinates (Å):
C  0.49188  -1.17823  -0.18380  -0.892
H  0.37088  -1.73530  0.69404  0.039
C  1.69457  -0.41238  -0.39246  -0.235
S  -0.98536  -0.04580  -0.17588  0.452
H  -0.74718  1.19605  1.99121  0.069
C  -0.97733  1.47682  0.94327  -0.100
O  -1.19208  0.56715  -1.44703  -0.377
H  -2.09079  1.58459  0.96435  0.067
H  2.03216  0.15268  0.56597  0.113
H  -0.57454  2.28413  0.34438  0.053
O  -2.01554  -0.85558  0.33278  -0.370
I  -0.13559  -2.41574  -1.76498  0.980
H  1.43731  0.32625  -1.20327  0.089
H  2.69163  -0.94467  -0.66856  0.111

Values from the calculation:
orbital gap = 0.366 Ha
LUMO level = 0.3 eV
HOMO level = -9.7 eV
2S+1 = 1
max |F| = 4.3 eV/A
net charge = 0

(3)
C3H7LaO3 | the ωB97M-V functional and the def2-TZVPD basis

Last column: Löwdin charge in e.
Cartesian coordinates (Å):
H  -1.20496  0.13548  -1.77887  0.186
La  1.42434  1.00424  1.27736  2.420
H  -2.04747  2.35333  -0.69408  0.182
C  -0.20184  -1.80940  -0.16667  -0.010
H  -0.60360  -2.08178  -1.15070  0.125
H  -0.79695  -2.27212  0.63069  0.124
O  -0.34915  2.15660  0.38746  -0.166
H  0.84191  -2.12563  -0.08596  0.111
C  -1.28242  0.26422  -0.67562  -0.131
H  -2.26158  -0.12414  -0.34343  0.183
O  -0.22463  -0.38644  -0.01201  -0.390
H  4.28683  0.28152  1.30628  -0.015
O  3.63759  0.88976  1.65656  -0.533
C  -1.21808  1.71437  -0.35102  -0.085

Values from the calculation:
orbital gap = 0.340 Ha
LUMO level = -9.3 eV
HOMO level = -18.5 eV
2S+1 = 1
max |F| = 4.5 eV/A
net charge = +2

(4)
C3H7N | the ωB97M-V functional and the def2-TZVPD basis

Last column: Löwdin spin population.
Cartesian coordinates (Å):
N  0.53210  -0.33255  -1.36189  0.095
C  -0.28462  -1.26127  0.73228  0.133
C  -0.35638  1.24515  0.32317  0.279
H  -0.72309  -1.05192  1.69567  0.022
H  0.23744  1.49274  1.20648  0.058
H  1.15875  0.42564  -1.61992  0.097
H  -0.04190  1.77861  -0.58304  0.064
H  -1.43535  1.42391  0.39411  0.033
H  1.03838  -1.21499  -1.23884  0.058
H  -0.06945  -2.29294  0.51277  0.019
C  -0.05585  -0.21239  -0.06077  0.141

Values from the calculation:
orbital gap (spin up / spin down) = 0.120 / 0.330 Ha
LUMO level (spin up / spin down) = 4.7 / 4.7 eV
expectation value of S² = 0.75
HOMO level (spin up / spin down) = 1.5 / -4.3 eV
2S+1 = 2
max |F| = 2.0 eV/A
net charge = -1

(5)
C3H7N | the ωB97M-V functional and the def2-TZVPD basis

Last column: Löwdin charge in e.
Cartesian coordinates (Å):
H  -0.38704  -1.33679  1.08638  0.082
H  -1.33841  0.18745  -1.34698  0.132
C  -0.18637  -0.96000  0.09966  -0.262
N  1.10838  -0.32493  -0.38768  -0.080
H  2.13038  -0.67209  -0.05545  0.161
H  -0.49971  -1.91298  -0.40444  0.100
H  0.65929  0.98358  1.10783  0.065
C  -0.94630  0.36614  -0.23393  -0.142
H  0.77045  2.02235  -0.31478  0.136
C  0.52204  0.90742  0.07350  -0.293
H  -1.83272  0.73986  0.37590  0.102

Values from the calculation:
orbital gap = 0.372 Ha
LUMO level = 1.2 eV
HOMO level = -8.9 eV
2S+1 = 1
max |F| = 4.7 eV/A
net charge = 0

(6)
C3H7N | the ωB97M-V functional and the def2-TZVPD basis

Last column: Löwdin charge in e.
Cartesian coordinates (Å):
N  1.49678  0.07045  -0.13366  0.011
C  -0.91077  -0.60585  -0.11926  -0.167
C  -0.71976  0.82054  -0.03352  -0.151
C  0.32270  -0.09024  0.60768  -0.346
H  1.23086  -0.19329  -1.03433  0.042
H  -1.22666  1.55773  0.63995  0.113
H  -1.06972  -1.18650  -1.06217  0.114
H  -1.70253  -1.07490  0.49899  0.098
H  -0.40489  1.24862  -0.97258  0.096
H  2.47319  -0.21233  0.04868  0.093
H  0.51081  -0.33423  1.56021  0.097

Values from the calculation:
orbital gap = 0.339 Ha
LUMO level = 1.3 eV
structure (SMILES) = NC1CC1
HOMO level = -7.9 eV
2S+1 = 1
max |F| = 4.4 eV/A
net charge = 0

(7)
C3H7N2 | the ωB97M-V functional and the def2-TZVPD basis

Last column: Löwdin charge in e.
Cartesian coordinates (Å):
H  -0.93923  -2.13560  0.70627  0.101
N  0.17614  2.06883  -1.58873  0.119
N  -0.45529  0.30474  -0.12011  0.065
H  1.06630  1.60441  -1.77340  0.140
C  -0.01773  -1.75077  1.13660  -0.024
C  0.29084  -0.39388  0.72850  -0.052
H  1.16120  0.10118  1.15038  0.149
H  -0.05759  -1.80934  2.22720  0.115
H  0.81804  -2.39921  0.85533  0.117
H  0.00788  2.92550  -2.10783  0.132
C  -0.74752  1.68124  -0.80427  0.001
H  -1.30304  -0.19712  -0.40993  0.137

Values from the calculation:
orbital gap = 0.347 Ha
LUMO level = -4.9 eV
HOMO level = -14.3 eV
2S+1 = 1
max |F| = 3.2 eV/A
net charge = +1

(8)
C3H7N2 | the ωB97M-V functional and the def2-TZVPD basis

Last column: Löwdin charge in e.
Cartesian coordinates (Å):
H  0.91068  -1.39877  -0.29819  0.131
C  -1.25709  0.51333  0.84654  -0.008
N  1.97569  -0.34170  -3.25770  0.017
H  -0.55776  0.36591  -1.23697  0.113
H  -1.02219  1.56893  1.37878  0.204
N  2.61588  -0.77019  -4.03842  0.068
H  -1.04307  -0.26655  1.59772  0.119
H  -2.30615  0.49822  0.55509  0.102
C  -0.31142  0.21943  -0.23714  0.118
H  1.72851  -0.16132  -0.88295  0.032
H  1.59633  -0.35550  0.84017  0.110
C  1.07061  -0.36053  -0.09831  -0.007

Values from the calculation:
orbital gap = 0.401 Ha
LUMO level = -7.2 eV
HOMO level = -18.1 eV
2S+1 = 1
max |F| = 3.3 eV/A
net charge = +1

Repeat the seventh record exactly.
C3H7N2 | the ωB97M-V functional and the def2-TZVPD basis

Last column: Löwdin charge in e.
Cartesian coordinates (Å):
H  -0.93923  -2.13560  0.70627  0.101
N  0.17614  2.06883  -1.58873  0.119
N  -0.45529  0.30474  -0.12011  0.065
H  1.06630  1.60441  -1.77340  0.140
C  -0.01773  -1.75077  1.13660  -0.024
C  0.29084  -0.39388  0.72850  -0.052
H  1.16120  0.10118  1.15038  0.149
H  -0.05759  -1.80934  2.22720  0.115
H  0.81804  -2.39921  0.85533  0.117
H  0.00788  2.92550  -2.10783  0.132
C  -0.74752  1.68124  -0.80427  0.001
H  -1.30304  -0.19712  -0.40993  0.137

Values from the calculation:
orbital gap = 0.347 Ha
LUMO level = -4.9 eV
HOMO level = -14.3 eV
2S+1 = 1
max |F| = 3.2 eV/A
net charge = +1

Which formula does entry 1 have? C3H7INO